Record 1
The molecule C5H10O2, computed with the ωB97M-V functional and the def2-TZVPD basis.

Results
**Relative energy (zero: lowest compared OMol25 entry of this formula, charge and spin)**: 108.6 kcal per mole
**LUMO**: 1.2 eV
**SMILES string**: C/C=C/OOCC
**Electronic energy**: -346.8523 a.u.
**E_HOMO**: -0.347 Ha

```
! wB97M-V def2-TZVPD RIJCOSX def2/J DEFGRID3
* xyz 0 1
C 2.53 -1.06 -0.63
C 1.58 -1.63 0.42
O 0.39 -0.90 0.62
C -1.98 0.66 0.16
C -2.49 2.04 0.47
C -0.89 0.43 -0.58
O -0.28 -0.81 -0.66
H 2.80 -0.03 -0.37
H 3.46 -1.65 -0.66
H 2.09 -1.06 -1.63
H 1.34 -2.67 0.18
H 2.00 -1.57 1.43
H -2.46 -0.18 0.67
H -3.54 2.23 0.22
H -2.37 2.25 1.55
H -1.86 2.75 -0.07
H -0.33 1.20 -1.12
*
```



Record 2
A cluster of 8 separate species, C12H32B2F20N4O4P2 in total, computed with the ωB97M-V functional and the def2-TZVPD basis.

Results
**LUMO**: -1.2 eV
**Electronic energy**: -3726.8888 a.u.
**E_HOMO**: -0.404 Ha

```
! wB97M-V def2-TZVPD RIJCOSX def2/J DEFGRID3
* xyz 0 1
C -5.03 0.52 -1.02
C -4.73 0.85 0.45
O -5.47 1.60 1.07
N -3.49 0.15 1.19
H -3.59 -0.73 1.69
H -2.87 -0.16 0.46
C -2.84 1.30 2.10
H -5.07 1.43 -1.62
H -5.88 -0.16 -1.10
H -4.20 -0.10 -1.37
H -1.90 0.97 2.55
H -3.52 1.54 2.92
H -2.50 2.19 1.57
C 2.61 0.24 5.24
C 1.93 1.09 4.13
O 1.49 2.20 4.49
N 2.11 0.66 2.69
H 3.11 0.52 2.61
H 1.66 -0.24 2.55
C 1.63 1.72 1.65
H 3.64 -0.12 5.13
H 2.17 -0.54 5.86
H 2.93 0.89 6.05
H 0.55 1.82 1.74
H 1.91 1.18 0.74
H 2.22 2.64 1.71
C 0.83 5.07 -2.38
C 0.38 4.06 -3.45
O 0.48 4.27 -4.61
N -0.32 2.81 -2.97
H 0.12 2.37 -2.17
H -1.23 3.02 -2.59
C -0.50 1.73 -4.09
H 0.86 4.53 -1.44
H 0.16 5.91 -2.17
H 1.83 5.46 -2.58
H -0.85 0.78 -3.68
H 0.52 1.57 -4.45
H -1.10 2.15 -4.90
C 2.76 -2.11 -2.22
C 2.59 -3.33 -1.20
O 2.99 -4.50 -1.37
N 1.62 -3.06 -0.05
H 2.25 -2.93 0.73
H 1.28 -2.18 -0.42
C 0.53 -4.17 0.15
H 2.00 -2.09 -3.00
H 3.72 -2.34 -2.66
H 2.86 -1.11 -1.79
H 0.94 -5.18 0.16
H -0.28 -4.19 -0.57
H 0.07 -3.94 1.11
P -3.59 -4.13 -0.13
F -2.59 -4.83 -1.22
F -4.44 -5.44 -0.24
F -2.80 -4.78 1.10
F -4.68 -3.54 0.95
F -2.63 -2.78 -0.07
F -4.47 -3.56 -1.31
P 3.98 2.13 -2.07
F 3.77 3.42 -3.00
F 2.48 1.44 -2.40
F 4.87 1.24 -3.13
F 4.16 0.90 -0.94
F 5.32 2.77 -1.50
F 3.21 2.99 -0.88
B -0.43 0.04 -0.88
F -0.09 -0.55 0.38
F 0.04 1.34 -0.89
F 0.12 -0.81 -1.86
F -1.80 -0.04 -0.90
B -0.34 -1.96 3.60
F 0.69 -1.54 2.74
F -1.33 -1.07 3.79
F -1.04 -3.07 3.12
F 0.17 -2.23 4.90
*
```



Record 3
The molecule C6H12, computed with the ωB97M-V functional and the def2-TZVPD basis.

Results
**Relative energy (zero: lowest compared OMol25 entry of this formula, charge and spin)**: 25.3 kcal per mole
**LUMO**: 1.3 eV
**SMILES string**: CCCC1CC1
**Electronic energy**: -235.7779 a.u.
**E_HOMO**: -0.372 Ha

```
! wB97M-V def2-TZVPD RIJCOSX def2/J DEFGRID3
* xyz 0 1
C 1.63 0.11 1.37
C 1.33 1.08 0.22
C -0.12 1.05 -0.31
C -0.57 -0.26 -0.94
C -2.00 -0.73 -1.04
C -1.05 -1.40 -0.10
H 1.37 -0.92 1.12
H 1.09 0.37 2.29
H 2.70 0.13 1.63
H 1.54 2.09 0.58
H 2.03 0.89 -0.60
H -0.24 1.86 -1.05
H -0.76 1.32 0.54
H 0.02 -0.54 -1.82
H -2.82 -0.15 -0.62
H -2.29 -1.29 -1.93
H -0.70 -2.41 -0.31
H -1.18 -1.19 0.96
*
```



Record 4
A structure of composition C32H28Cl2N4NaO4, computed with the ωB97M-V functional and the def2-TZVPD basis.

Results
**Relative energy (zero: lowest compared OMol25 entry of this formula, charge and spin)**: 0.0 kcal per mole
**LUMO**: 2.2 eV
**Electronic energy**: -2838.9949 a.u.
**E_HOMO**: -0.157 Ha

```
! wB97M-V def2-TZVPD RIJCOSX def2/J DEFGRID3
* xyz -1 1
Na -0.83 1.01 0.31
C 2.38 -1.40 4.68
C 2.46 -0.05 5.02
C 1.76 0.90 4.30
C 0.97 0.50 3.22
C 0.90 -0.84 2.86
C 1.60 -1.79 3.60
N 0.23 1.42 2.41
N 0.07 2.53 2.93
C -0.60 3.53 2.14
C -1.09 4.58 2.93
C -1.74 5.63 2.31
C -1.84 5.62 0.92
C -1.32 4.57 0.18
C -0.68 3.44 0.74
H 2.93 -2.14 5.25
H 3.08 0.25 5.86
H 1.81 1.95 4.55
H 0.30 -1.13 2.01
H 1.55 -2.83 3.31
H -0.95 4.56 4.01
H -2.14 6.46 2.89
H -2.33 6.45 0.42
H -1.44 4.61 -0.90
O -1.67 1.72 -2.75
C -2.96 1.22 -2.45
C -3.65 2.04 -1.38
C -4.64 2.96 -1.72
C -5.25 3.69 -0.71
C -4.86 3.47 0.60
C -3.86 2.54 0.84
N -3.27 1.83 -0.12
H -0.99 1.11 -2.43
H -2.93 0.18 -2.13
H -3.55 1.27 -3.37
H -4.91 3.10 -2.75
H -6.02 4.42 -0.94
H -5.29 4.03 1.42
H -3.51 2.37 1.85
Cl 2.00 -3.52 0.70
C 3.26 -2.82 -0.27
C 4.52 -2.70 0.29
C 5.52 -2.04 -0.39
C 5.26 -1.51 -1.64
C 4.01 -1.66 -2.21
Cl 3.72 -0.99 -3.78
C 2.97 -2.34 -1.55
N 1.71 -2.40 -2.15
C 0.91 -3.53 -2.25
C 1.49 -4.80 -2.31
C 0.69 -5.93 -2.41
C -0.69 -5.81 -2.47
C -1.25 -4.54 -2.44
C -0.48 -3.39 -2.34
C -1.15 -2.03 -2.38
C -0.83 -1.09 -1.21
O -1.49 -1.17 -0.17
O 0.08 -0.21 -1.43
H 4.68 -3.09 1.29
H 6.50 -1.92 0.06
H 6.02 -0.96 -2.19
H 1.27 -1.49 -2.28
H 2.56 -4.89 -2.27
H 1.16 -6.90 -2.45
H -1.32 -6.69 -2.54
H -2.33 -4.43 -2.49
H -2.23 -2.19 -2.40
H -0.87 -1.52 -3.31
O 2.55 0.77 -0.35
H 1.70 0.42 -0.66
H 2.31 1.59 0.10
*
```



Record 5
A cluster of 5 separate species, C46H55BrF7I2N2O3 in total, computed with the ωB97M-V functional and the def2-TZVPD basis.

Results
**Relative energy (zero: lowest compared OMol25 entry of this formula, charge and spin)**: 34.9 kcal per mole
**LUMO**: -2.7 eV
**Electronic energy**: -5988.8883 a.u.
**E_HOMO**: -0.385 Ha

```
! wB97M-V def2-TZVPD RIJCOSX def2/J DEFGRID3
* xyz 1 1
C -0.89 0.44 -3.54
C -1.43 -0.57 -2.47
O -0.64 -0.41 -1.30
N -0.76 -1.30 -0.22
C -2.08 -1.99 -0.29
C -1.01 -0.25 0.89
C -1.30 1.21 0.51
C -2.76 1.41 -0.07
C -3.18 2.92 -0.20
O -2.83 1.96 -1.38
C 0.28 -0.07 1.84
C -0.25 -0.29 3.27
C 0.68 -0.09 4.48
O 1.56 -1.21 4.67
C 1.37 1.32 4.60
N 2.60 1.29 5.40
C 1.29 -0.99 1.04
Br 2.15 0.42 -0.16
C 2.57 -1.42 1.81
C 3.44 -0.32 2.46
C 4.83 -0.20 1.82
F 5.71 -1.22 1.93
C 5.20 0.92 1.19
F 5.70 0.92 -0.03
F 5.12 2.12 1.72
C 0.48 -2.10 0.23
C 0.01 -3.05 1.37
C -0.55 -4.45 0.86
C 1.45 -2.63 -0.86
I 1.62 -1.82 -2.86
C 2.32 -3.66 -0.67
C 2.53 -4.44 0.62
I 3.63 -4.44 -2.22
H -1.71 1.05 -3.93
H -0.54 -0.15 -4.40
H -0.10 1.05 -3.08
H -2.50 -0.31 -2.39
H -1.41 -1.57 -2.94
H -2.38 -2.49 0.64
H -2.92 -1.29 -0.40
H -2.11 -2.79 -1.04
H -1.85 -0.52 1.54
H -1.38 1.79 1.44
H -0.61 1.75 -0.15
H -3.56 0.71 0.25
H -2.34 3.56 -0.53
H -4.15 3.11 -0.67
H 0.60 0.97 1.73
H -0.78 -1.24 3.47
H -1.05 0.48 3.42
H 0.00 -0.15 5.36
H 1.65 -1.37 5.62
H 1.53 1.84 3.65
H 0.67 1.95 5.18
H 3.41 1.10 4.83
H 2.52 0.66 6.19
H 2.40 -2.19 2.59
H 3.21 -1.92 1.07
H 3.66 -0.63 3.50
H 3.02 0.69 2.54
H -0.81 -2.64 1.97
H 0.79 -3.30 2.09
H -1.64 -4.46 0.99
H -0.14 -5.26 1.48
H -0.32 -4.62 -0.20
H 3.52 -4.94 0.58
H 1.83 -5.29 0.64
H 2.56 -3.90 1.57
F -2.76 -2.48 -7.52
C -3.23 -1.24 -7.32
C -4.44 -1.07 -6.67
C -4.93 0.21 -6.46
C -4.20 1.31 -6.91
C -2.99 1.13 -7.56
C -2.50 -0.15 -7.76
H -5.00 -1.94 -6.34
H -5.87 0.35 -5.95
H -4.59 2.31 -6.75
H -2.43 1.98 -7.91
H -1.55 -0.32 -8.26
F 0.25 0.89 -6.08
C 1.11 1.09 -7.11
C 0.70 1.84 -8.19
C 1.57 2.05 -9.25
C 2.85 1.50 -9.21
C 3.25 0.74 -8.11
C 2.37 0.54 -7.05
H -0.30 2.25 -8.21
H 1.26 2.64 -10.10
H 3.53 1.66 -10.03
H 4.24 0.31 -8.08
H 2.67 -0.04 -6.19
F 3.64 0.03 8.01
C 4.98 0.11 8.20
C 5.74 0.83 7.31
C 7.11 0.92 7.51
C 7.70 0.27 8.59
C 6.92 -0.46 9.47
C 5.54 -0.54 9.28
H 5.26 1.33 6.47
H 7.72 1.49 6.82
H 8.77 0.34 8.74
H 7.37 -0.97 10.31
H 4.92 -1.10 9.96
F -6.51 0.43 0.80
C -7.03 1.65 1.04
C -8.01 2.15 0.20
C -8.55 3.40 0.44
C -8.09 4.15 1.52
C -7.11 3.65 2.35
C -6.57 2.39 2.12
H -8.35 1.55 -0.64
H -9.32 3.80 -0.20
H -8.51 5.14 1.71
H -6.75 4.24 3.19
H -5.81 1.98 2.76
*
```



Record 6
A structure of composition C29H30BrN5O4Ru, computed with the ωB97M-V functional and the def2-TZVPD basis.

Results
**Relative energy (zero: lowest compared OMol25 entry of this formula, charge and spin)**: 4.5 kcal per mole
**LUMO (spin up / spin down)**: 2.6 / 2.3 eV
**Electronic energy**: -4366.7324 a.u.
**E_HOMO (spin up / spin down)**: -0.152 / -0.159 Ha

```
! wB97M-V def2-TZVPD RIJCOSX def2/J DEFGRID3
* xyz -1 6
Ru 0.51 -0.10 0.46
C -2.01 1.04 4.05
C -1.67 0.26 2.80
O -0.44 0.01 2.60
C -2.71 -0.14 1.96
C -2.55 -0.99 0.85
C -3.78 -1.51 0.16
N -1.36 -1.34 0.43
N -1.34 -2.30 -0.59
C -0.11 -2.61 -0.88
O 0.94 -2.11 -0.34
C 0.10 -3.61 -1.97
C -0.97 -4.22 -2.62
C -0.74 -5.13 -3.64
C 0.56 -5.43 -4.03
C 1.63 -4.83 -3.39
C 1.40 -3.92 -2.37
H -1.12 1.13 4.67
H -2.82 0.56 4.62
H -2.35 2.04 3.78
H -3.72 0.13 2.24
H -4.67 -1.11 0.63
H -3.81 -2.60 0.18
H -3.75 -1.22 -0.89
H -1.97 -3.97 -2.31
H -1.58 -5.59 -4.14
H 0.73 -6.14 -4.84
H 2.64 -5.06 -3.69
H 2.22 -3.43 -1.86
C 3.58 -1.75 0.76
N 2.78 -0.78 1.50
C 2.32 -1.37 2.76
C 3.56 0.44 1.76
C 2.72 1.69 1.81
C 3.30 2.85 2.32
C 2.59 4.04 2.35
C 1.28 4.06 1.87
C 0.71 2.89 1.37
C 1.42 1.69 1.32
H 4.49 -2.02 1.32
H 3.86 -1.31 -0.20
H 2.98 -2.63 0.57
H 3.17 -1.72 3.36
H 1.67 -2.21 2.54
H 1.75 -0.63 3.32
H 4.31 0.54 0.97
H 4.12 0.33 2.70
H 4.32 2.83 2.69
H 3.04 4.94 2.74
H 0.71 4.98 1.89
H -0.31 2.93 1.01
C 1.14 -0.41 -3.84
C 1.67 -0.05 -2.54
N 2.07 0.25 -1.50
H 0.29 0.24 -4.02
H 0.84 -1.45 -3.83
H 1.91 -0.25 -4.60
Br -4.59 3.65 1.87
C -3.61 3.80 0.25
C -3.75 4.93 -0.53
N -3.10 5.09 -1.68
C -2.28 4.12 -2.06
C -2.06 2.96 -1.33
C -2.75 2.79 -0.14
C -1.09 1.90 -1.84
O -0.67 2.02 -3.00
O -0.81 0.98 -1.01
H -4.42 5.73 -0.22
H -1.76 4.25 -3.00
H -2.61 1.89 0.45
*
```



Record 7
A cluster of 2 separate species, C6H16NO in total, computed with the ωB97M-V functional and the def2-TZVPD basis.

Results
**Relative energy (zero: lowest compared OMol25 entry of this formula, charge and spin)**: 109.8 kcal per mole
**LUMO**: -7.4 eV
**Electronic energy**: -367.8075 a.u.
**E_HOMO**: -0.494 Ha

```
! wB97M-V def2-TZVPD RIJCOSX def2/J DEFGRID3
* xyz 1 1
C -1.26 -2.02 0.12
O -2.51 -1.29 0.19
C -0.22 -1.10 0.70
C -0.02 0.20 0.09
C 1.14 0.36 -0.91
C 2.57 -0.20 -0.52
C 2.86 0.02 0.99
N -2.95 2.34 -0.73
H -1.25 -2.24 -0.95
H -1.41 -2.98 0.62
H -2.71 -1.15 1.13
H 0.01 -1.07 1.77
H -0.10 1.06 0.75
H -0.89 0.51 -0.55
H 1.42 1.42 -1.00
H 0.91 0.07 -1.97
H 2.37 -1.30 -0.52
H 3.33 0.06 -1.24
H 3.18 1.03 1.22
H 1.92 -0.15 1.52
H 3.60 -0.69 1.38
H -3.44 1.50 -1.02
H -3.31 2.47 0.22
H -3.24 3.14 -1.28
*
```



Record 8
The molecule CH3Cl2OPS, computed with the ωB97M-V functional and the def2-TZVPD basis.

Results
**Relative energy (zero: lowest compared OMol25 entry of this formula, charge and spin)**: 36.3 kcal per mole
**LUMO (spin up / spin down)**: 0.5 / -3.6 eV
**Electronic energy**: -1774.9616 a.u.
**E_HOMO (spin up / spin down)**: -0.164 / -0.390 Ha

```
! wB97M-V def2-TZVPD RIJCOSX def2/J DEFGRID3
* xyz 0 3
C 1.15 -0.26 -0.26
O -0.81 1.22 0.72
P -0.69 -0.10 -0.17
S -1.78 -1.57 0.45
Cl 1.67 -0.67 1.38
Cl -1.09 0.60 -2.01
H 1.61 0.68 -0.56
H 1.44 -1.07 -0.94
H -1.51 1.17 1.38
*
```



Record 9
A cluster of 2 separate species, C18H27BCl2IN2O11PS in total, computed with the ωB97M-V functional and the def2-TZVPD basis.

Results
**LUMO**: -1.4 eV
**Electronic energy**: -3621.9846 a.u.
**E_HOMO**: -0.320 Ha

```
! wB97M-V def2-TZVPD RIJCOSX def2/J DEFGRID3
* xyz 0 1
C -3.13 -3.10 -2.75
C -1.85 -3.85 -2.40
N -1.77 -4.20 -0.97
C -0.49 -3.85 -0.35
C -0.50 -2.43 0.21
C -0.51 -1.28 -0.81
C 0.79 -1.32 -1.60
N 0.91 -0.16 -2.59
P 1.41 -0.76 -4.22
O 1.34 0.57 -5.07
O 0.02 -1.47 -4.55
S 2.99 -1.77 -4.19
C -0.33 0.70 -2.60
C -0.62 1.20 -1.20
I 0.80 2.78 -0.79
C -0.58 0.10 -0.12
C -1.70 0.26 0.93
Cl -3.25 -0.31 0.25
C -1.68 1.69 1.47
C -0.61 1.83 2.56
Cl -3.27 2.32 1.95
C -2.18 -5.56 -0.80
C -1.11 -6.63 -0.69
O -3.34 -5.83 -0.81
H -3.33 -2.33 -2.01
H -3.99 -3.78 -2.76
H -3.05 -2.63 -3.73
H -1.79 -4.77 -3.01
H -0.98 -3.26 -2.67
H 0.36 -4.02 -1.02
H -0.33 -4.51 0.51
H 0.37 -2.31 0.86
H -1.39 -2.34 0.83
H -1.37 -1.40 -1.47
H 0.91 -2.24 -2.16
H 1.64 -1.23 -0.92
H 1.68 0.44 -2.27
H 1.60 1.41 -4.67
H 0.16 -2.31 -5.02
H -0.14 1.55 -3.26
H -1.15 0.12 -3.03
H -1.62 1.65 -1.23
H 0.37 0.17 0.43
H -1.46 -0.40 1.76
H -1.39 2.36 0.66
H -1.02 2.24 3.48
H 0.14 2.51 2.16
H -0.13 0.88 2.78
H -1.53 -7.58 -1.01
H -0.78 -6.73 0.34
H -0.22 -6.39 -1.28
B 2.86 5.86 4.38
O 3.72 5.08 5.27
C 3.73 5.63 6.48
O 4.32 5.23 7.44
C 2.81 6.88 6.42
O 2.57 7.62 7.33
O 2.34 6.96 5.18
O 3.59 6.34 3.18
C 3.04 5.87 2.08
O 3.40 6.05 0.95
C 1.83 5.00 2.52
O 1.11 4.39 1.77
O 1.76 5.02 3.82
*
```



Record 10
A cluster of 2 separate species, C2H10N4 in total, computed with the ωB97M-V functional and the def2-TZVPD basis.

Results
**Relative energy (zero: lowest compared OMol25 entry of this formula, charge and spin)**: 74.4 kcal per mole
**LUMO**: 0.4 eV
**SMILES string**: [H]/N=C/N.NCN
**Electronic energy**: -301.1097 a.u.
**E_HOMO**: -0.315 Ha

```
! wB97M-V def2-TZVPD RIJCOSX def2/J DEFGRID3
* xyz 0 1
N -3.25 1.32 -4.64
C -3.30 0.26 -3.55
N -3.42 0.68 -2.15
H -2.97 0.92 -5.53
H -4.18 1.72 -4.62
H -4.13 -0.40 -3.83
H -2.31 -0.18 -3.56
H -2.59 1.21 -1.92
H -4.23 1.27 -1.98
N 3.61 -1.55 5.00
C 4.72 -0.72 4.74
N 5.43 -0.60 3.67
H 3.80 -2.34 5.60
H 3.16 -1.99 4.20
H 4.65 0.17 5.36
H 5.01 0.21 3.21
*
```



Record 11
A structure of composition C7H10N2, computed with the ωB97M-V functional and the def2-TZVPD basis.

Results
**Relative energy (zero: lowest compared OMol25 entry of this formula, charge and spin)**: 134.7 kcal per mole
**LUMO (spin up / spin down)**: -0.4 / -0.5 eV
**Electronic energy**: -382.0375 a.u.
**E_HOMO (spin up / spin down)**: -0.285 / -0.295 Ha

```
! wB97M-V def2-TZVPD RIJCOSX def2/J DEFGRID3
* xyz 0 1
C 0.74 1.17 0.92
C -1.44 -0.78 -0.62
C 1.79 0.08 -1.22
C -0.67 0.83 1.28
C -0.23 -0.98 0.30
C 0.60 0.26 -0.30
C -0.77 0.55 -0.90
N -1.49 1.13 2.15
N 0.28 -2.02 0.88
H -2.40 0.66 2.10
H -0.35 -2.82 0.82
H 0.91 2.24 0.74
H 1.46 0.80 1.66
H -1.50 -1.47 -1.48
H -2.40 -0.78 -0.11
H -0.83 1.02 -1.88
H 2.12 1.04 -1.62
H 2.63 -0.35 -0.66
H 1.55 -0.58 -2.05
*
```



Question: electronic energy of number 9 (C18H27BCl2IN2O11PS)?
Answer: -3621.9846 a.u.



Question: The lowest electronic energy belongs to which entry?
Answer: C46H55BrF7I2N2O3